Record 1
{"formula": "C3H5NO2", "method": "ωB97M-V with the def2-TZVPD basis set", "e_homo_ev": -10.5836, "total_charge": 0, "energy_ev": -8776.7747, "max_force_ev_per_a": 0.661, "e_above_lowest_kcal_mol": 21.22, "homo_lumo_gap_ev": 11.47, "symbols": ["H", "H", "H", "O", "H", "N", "C", "C", "O", "H", "C"], "positions_angstrom": [[-1.179, 1.137, 0.171], [-2.453, -0.051, -0.240], [1.905, 0.169, 1.732], [-0.507, -1.944, -0.728], [2.395, 1.052, -0.382], [1.547, 0.498, -0.339], [-0.533, -0.911, -0.136], [-1.423, 0.263, -0.433], [0.256, -0.755, 1.033], [-1.334, 0.508, -1.493], [1.326, 0.035, 0.815]], "mulliken_charge": [0.290, 0.307, 0.382, -0.490, 0.229, -0.576, 0.680, -0.813, -0.338, 0.262, 0.066]}

=====

Record 2
{"formula": "C17H14BrIrN4O", "method": "ωB97M-V with the def2-TZVPD basis set", "e_homo_ev": [-15.8040, -15.8039], "total_charge": 2, "energy_ev": -98730.9754, "max_force_ev_per_a": 0.694, "e_above_lowest_kcal_mol": 0.00, "homo_lumo_gap_ev": [7.43, 7.43], "symbols": ["N", "C", "C", "C", "C", "H", "Br", "C", "C", "C", "H", "C", "H", "C", "H", "H", "H", "C", "N", "H", "H", "N", "H", "C", "C", "C", "Ir", "C", "C", "H", "C", "H", "H", "N", "H", "O", "C", "H"], "positions_angstrom": [[0.139, -1.058, 1.063], [0.658, -2.931, 2.439], [-3.999, -1.396, -0.846], [-3.796, 0.903, -1.491], [3.450, 2.386, -1.052], [3.119, -1.255, 0.057], [0.033, -3.116, 5.191], [0.990, 2.324, -1.562], [-1.477, 1.901, -1.708], [-2.423, 0.778, -1.396], [-4.592, -2.274, -0.635], [0.679, -2.280, 1.228], [5.334, -0.149, 0.160], [-0.483, -1.027, 3.354], [3.475, 3.412, -1.394], [1.096, -3.915, 2.533], [-4.229, 1.849, -1.784], [-4.593, -0.195, -1.216], [-1.854, -0.387, -1.016], [-1.740, 2.818, -1.178], [-0.861, 0.535, 1.925], [-0.121, 1.459, -1.379], [1.130, -2.746, 0.356], [0.072, -2.292, 3.530], [4.473, 0.402, -0.191], [2.260, 1.700, -1.074], [0.175, -0.240, -0.774], [-2.629, -1.453, -0.747], [-0.438, -0.442, 2.109], [-1.498, 2.136, -2.776], [4.583, 1.721, -0.595], [-5.670, -0.118, -1.292], [5.538, 2.227, -0.562], [2.147, 0.417, -0.671], [-2.119, -2.363, -0.460], [0.881, 3.392, -2.079], [3.237, -0.222, -0.240], [-0.947, -0.503, 4.177]], "mulliken_charge": [-0.208, -0.667, -0.805, -0.790, -0.554, 0.397, -0.012, -0.105, -0.558, 0.456, 0.412, -0.210, 0.410, -0.670, 0.481, 0.472, 0.455, -0.221, -0.150, 0.423, 0.445, -0.079, 0.537, 0.227, -0.728, 0.771, 0.793, 0.070, -0.082, 0.391, -0.271, 0.458, 0.475, -0.208, 0.465, -0.505, 0.218, 0.466]}

=====

Record 3
{"formula": "C14H11FHfNO7S", "method": "ωB97M-V with the def2-TZVPD basis set", "e_homo_ev": -12.7670, "total_charge": 1, "energy_ev": -45376.5302, "max_force_ev_per_a": 0.409, "e_above_lowest_kcal_mol": 3.80, "homo_lumo_gap_ev": 8.19, "symbols": ["H", "H", "C", "H", "O", "C", "H", "C", "C", "H", "C", "H", "O", "C", "C", "O", "C", "C", "H", "O", "C", "F", "H", "C", "H", "O", "N", "C", "H", "C", "C", "O", "S", "H", "Hf", "O"], "positions_angstrom": [[-0.803, -4.466, 1.234], [-0.032, -4.623, -1.192], [1.754, -1.725, -0.718], [-1.417, -2.933, 1.857], [-2.626, 5.815, 1.228], [3.163, 0.236, -0.746], [-2.617, -1.125, 0.108], [0.843, 0.513, -0.344], [-1.664, -0.631, -0.025], [2.259, 2.144, -0.415], [-0.668, -3.385, 1.207], [1.874, -3.713, 0.050], [-0.699, 5.849, -0.052], [2.120, 1.076, -0.496], [-0.283, 1.349, -0.092], [-0.161, 2.646, 0.008], [0.130, -3.546, -1.214], [2.990, -1.147, -0.865], [0.317, -3.150, 1.610], [-0.657, 4.952, 2.092], [1.574, -3.212, -0.873], [4.389, 0.727, -0.892], [2.242, -3.577, -1.652], [0.651, -0.884, -0.439], [-1.845, -3.053, -0.561], [-0.826, 7.473, 1.895], [-0.618, -1.413, -0.263], [-1.539, 0.731, 0.053], [3.856, -1.758, -1.088], [-0.821, -2.891, -0.226], [-2.523, 1.810, 0.339], [-2.543, 2.303, 1.506], [-1.159, 6.215, 1.378], [-0.106, -3.201, -2.223], [-1.679, 4.030, 0.443], [-2.875, 2.567, -0.629]], "mulliken_charge": [0.379, 0.409, 0.990, 0.398, -0.621, 0.018, 0.518, 0.345, 0.159, 0.612, -1.307, 0.367, -0.630, -1.025, 1.750, -1.241, -1.039, -0.670, 0.379, -0.588, -1.050, -0.321, 0.502, -0.340, 0.516, -0.570, 0.036, -0.125, 0.557, -0.312, 0.831, -0.553, 1.296, 0.368, 1.567, -0.602]}

=====

Record 4
{"formula": "C33H56BrCl22N2OPSSi", "method": "ωB97M-V with the def2-TZVPD basis set", "e_homo_ev": -7.7640, "total_charge": 0, "energy_ev": -413694.4615, "max_force_ev_per_a": 3.705, "homo_lumo_gap_ev": 6.97, "symbols": ["C", "H", "S", "Cl", "H", "Cl", "Cl", "Cl", "H", "Cl", "H", "O", "H", "C", "H", "H", "C", "H", "H", "H", "Cl", "H", "H", "H", "H", "Cl", "C", "H", "Cl", "H", "Cl", "H", "H", "H", "Cl", "H", "C", "H", "Cl", "H", "C", "Br", "C", "C", "Cl", "C", "H", "H", "H", "H", "C", "H", "Cl", "Cl", "C", "Cl", "C", "C", "Cl", "H", "C", "H", "C", "H", "Cl", "C", "C", "H", "C", "N", "H", "C", "H", "H", "C", "H", "H", "H", "H", "C", "H", "H", "Cl", "C", "H", "H", "Cl", "C", "H", "C", "H", "C", "H", "C", "H", "H", "H", "Cl", "H", "H", "H", "Si", "C", "C", "N", "C", "C", "H", "H", "C", "Cl", "C", "P", "H", "Cl", "H", "C", "H"], "positions_angstrom": [[4.856, 4.534, -0.093], [-1.425, -3.316, -9.062], [-2.735, 1.614, 6.752], [-0.259, -3.173, -7.031], [2.918, 5.063, 0.706], [-1.016, -3.523, -2.360], [2.208, 0.036, 11.072], [-3.957, 0.131, -2.659], [-6.349, 5.633, -13.050], [2.643, -0.049, 3.608], [-5.744, 1.631, -2.802], [1.894, -2.820, 3.487], [2.266, 0.035, 8.626], [0.182, -1.711, 5.680], [4.449, -0.683, 4.983], [-4.060, 3.013, -9.658], [3.507, 4.175, 0.482], [-5.985, 0.454, -1.508], [-4.380, -3.863, 4.473], [1.293, -3.531, 3.783], [-5.938, 5.101, -10.804], [-3.383, -5.318, 4.520], [1.765, -0.293, 0.025], [-7.052, 3.224, -12.708], [0.852, 1.085, 8.699], [-2.664, 1.467, -8.572], [-1.977, 1.309, 4.481], [3.036, -2.173, 11.023], [5.738, 5.694, 0.932], [-2.122, 2.151, 2.469], [-4.126, 1.409, 0.522], [7.319, -2.187, -1.135], [-3.951, 2.755, -1.409], [6.216, 0.810, 3.943], [5.707, -0.858, 2.374], [4.938, 0.007, 12.049], [-5.268, 1.261, -9.424], [1.989, 1.042, 1.192], [3.645, 3.214, 1.975], [-1.582, -3.174, -4.606], [-3.947, 1.932, -9.730], [-0.148, -3.295, 1.163], [1.771, 0.874, 8.151], [0.935, -2.304, 6.412], [-3.584, -2.660, 2.000], [-0.431, -0.698, 4.708], [-2.119, 2.675, 0.251], [5.978, -3.963, 0.073], [-1.333, 0.033, -1.573], [-3.206, -1.700, -8.711], [4.214, 0.209, 4.404], [-0.681, -1.385, -0.738], [4.264, 1.802, 7.461], [6.239, -4.681, -2.142], [-1.001, 2.543, 0.185], [-4.901, 2.294, -12.426], [-6.053, 3.514, -13.029], [-5.702, 4.906, -12.560], [-2.103, -3.388, 4.897], [2.950, 3.567, -0.233], [-3.435, -4.295, 4.145], [5.020, 1.367, 2.769], [-1.644, 1.344, 3.057], [5.483, 3.653, -0.223], [1.274, 0.357, 6.508], [-1.089, -2.558, -3.858], [-2.395, -1.740, -7.988], [-1.693, -0.945, -8.221], [1.460, 0.749, 0.264], [-1.710, 0.328, 6.633], [2.808, 2.447, 9.173], [-1.360, 0.263, 5.335], [-2.316, -4.615, 2.344], [0.940, -3.023, -4.442], [2.649, 2.107, 8.149], [-3.597, 1.694, -10.723], [-5.563, 2.810, -0.686], [2.996, -1.503, 12.656], [-0.549, 3.179, 0.990], [-0.744, 0.439, 2.454], [-0.604, 2.797, -0.822], [-1.715, -1.688, -3.667], [-5.227, -0.494, -9.725], [-3.305, -4.282, 2.656], [-2.405, -3.887, -7.710], [2.193, 2.920, 7.586], [1.071, -0.980, -3.263], [0.283, -2.159, -4.349], [7.340, -5.074, -0.093], [5.304, 0.535, 3.413], [5.328, -1.714, 11.996], [4.727, -0.930, 11.536], [-4.668, 5.158, -12.793], [-1.732, -3.097, -8.039], [-6.019, 3.472, -14.118], [8.022, -2.686, 0.405], [4.727, 5.007, -1.067], [9.317, -3.411, -1.408], [-5.565, 1.420, -8.389], [-6.044, 1.670, -10.068], [1.629, 1.441, -0.592], [-0.428, 0.745, 0.590], [-4.748, 2.148, -0.979], [3.265, -1.292, 11.621], [-2.781, 2.121, 5.190], [-1.282, -0.468, -0.571], [7.776, -3.019, -0.603], [-4.045, -4.943, 2.202], [-2.329, -0.718, -0.285], [-0.098, -0.651, 3.298], [-3.108, -1.396, -6.394], [-5.260, 1.124, -1.967], [1.100, -1.818, 2.424], [1.736, -2.728, 7.020], [5.280, -0.775, 9.851], [4.086, 1.037, 5.095], [6.848, -4.209, -0.535], [0.206, -1.685, -5.318]], "mulliken_charge": [-0.504, 0.394, 0.105, -0.189, 0.349, -0.154, -0.162, -0.044, 0.333, -0.004, 0.349, -0.436, 0.091, -1.033, 0.412, 0.226, -0.316, 0.315, 0.323, 0.353, -0.182, 0.310, 0.290, 0.325, 0.403, -0.194, 0.052, 0.305, -0.195, 0.421, -0.068, 0.316, 0.308, 0.409, -0.170, 0.306, -0.337, -0.270, -0.117, 0.331, -0.450, -0.346, -0.669, 0.343, -0.077, -0.896, 0.054, 0.215, 0.136, 0.113, -0.355, -0.229, -0.193, -0.192, -0.788, -0.200, -0.506, -0.434, -0.029, 0.066, -0.606, -0.185, -0.761, 0.330, -0.008, -0.035, -0.277, 0.314, -0.224, -0.530, 0.345, 1.169, 0.120, 0.427, -0.367, 0.329, 0.458, 0.349, 0.268, 0.762, 0.331, -0.020, -0.208, -0.401, 0.374, 0.336, -0.159, -0.659, 0.334, -0.022, 0.322, -0.444, 0.305, -0.608, 0.342, 0.218, 0.356, -0.196, 0.382, 0.290, 0.371, -0.838, -0.583, -0.483, -0.731, 0.156, -0.367, 0.382, 0.236, 0.954, -0.082, -0.652, 0.620, 0.474, -0.145, -0.155, -0.331, 0.215]}